(1)
67
Properties=species:S:1:pos:R:3:lowdin_charge:R:1 method="wB97M-V/def2-TZVPD" gap_ev=6.95 total_charge=-1 spin_multiplicity=1
C 0.74581 7.59455 -2.26799 -0.11
C 1.36381 6.56738 -2.48470 -0.39
Nb 2.18897 4.47917 -2.89210 1.00
C 0.36230 3.55371 -1.83901 -0.42
C -0.70162 3.23800 -2.89091 -0.32
C -2.11300 3.05003 -2.27942 -0.12
C -2.91737 4.27984 -2.43816 -0.54
O -3.33949 4.96058 -1.54584 0.11
O -3.15167 4.60712 -3.74867 0.07
H 0.03531 8.30504 -1.98731 -0.04
H 3.17844 4.52025 -1.32590 -0.18
H 2.72288 2.78623 -3.26459 -0.19
H 1.37281 4.51967 -4.55303 -0.16
H 3.69351 5.17220 -3.66675 -0.21
H -0.02777 4.35758 -1.22277 0.02
H 0.59259 2.68639 -1.23372 0.01
H -0.38273 2.36234 -3.43921 0.09
H -0.78015 4.04108 -3.60345 0.05
H -2.63170 2.23799 -2.77342 0.11
H -2.03696 2.83202 -1.23173 0.11
H -2.97127 5.54305 -3.84629 0.11
C -2.18155 -4.17629 0.93791 -0.11
O -2.80589 -3.58260 -0.17897 -0.19
C -3.27244 -2.26240 0.05201 -0.19
C -2.97213 -1.32599 -1.10201 -0.18
O -1.60572 -0.98653 -1.27525 -0.13
C -0.70715 -1.97634 -1.75555 -0.18
C -0.90842 -2.40380 -3.19525 -0.19
O -2.06727 -3.20638 -3.36549 -0.20
C -2.79955 -2.91532 -4.53521 -0.12
H -2.92539 -4.55895 1.64588 0.09
H -1.57858 -5.00916 0.57587 0.09
H -1.51902 -3.47070 1.45029 0.07
H -2.84032 -1.85036 0.96994 0.12
H -4.36225 -2.30927 0.17753 0.13
H -3.46236 -0.37697 -0.86819 0.13
H -3.41604 -1.68295 -2.03191 0.12
H -0.67165 -2.83909 -1.08833 0.11
H 0.27490 -1.49937 -1.70509 0.13
H -0.03845 -3.00080 -3.49748 0.13
H -0.95120 -1.51266 -3.82956 0.13
H -2.91462 -1.83548 -4.67655 0.09
H -3.79102 -3.35309 -4.42225 0.09
H -2.31539 -3.34710 -5.41839 0.09
C 2.73056 -2.08777 6.93891 -0.12
O 2.50273 -1.19155 5.87574 -0.19
C 3.68036 -0.60194 5.34586 -0.20
C 3.67101 -0.54958 3.83170 -0.18
O 3.80342 -1.80281 3.17731 -0.12
C 2.71448 -2.71209 3.18186 -0.18
C 1.51571 -2.29860 2.35159 -0.21
O 0.79366 -1.23887 2.94936 -0.20
C 0.33767 -0.26120 2.03001 -0.09
H 2.88791 -1.54870 7.88012 0.09
H 1.84523 -2.71594 7.03730 0.09
H 3.59048 -2.73644 6.74098 0.09
H 4.57292 -1.13971 5.68277 0.12
H 3.73801 0.42788 5.72089 0.13
H 4.56036 0.01137 3.53418 0.13
H 2.81222 0.00741 3.45736 0.12
H 2.41714 -2.97371 4.19884 0.12
H 3.11490 -3.62145 2.72562 0.13
H 0.84344 -3.16467 2.27037 0.11
H 1.85170 -2.02841 1.34482 0.13
H 1.11464 0.00276 1.30631 0.09
H 0.07761 0.63254 2.59469 0.09
H -0.54733 -0.62116 1.49447 0.07

(2)
9
Properties=species:S:1:pos:R:3:lowdin_charge:R:1 method="wB97M-V/def2-TZVPD" gap_ev=9.01 e_above_lowest_ev=1.4718 spin_multiplicity=1
C 1.55054 -0.63619 0.38443 -0.34
C 0.08729 0.80868 0.92623 -1.08
N 0.64668 -0.38032 1.24226 0.03
O 1.78999 0.22364 -0.56666 -0.35
P 0.77501 1.53085 -0.50487 0.98
Cl -1.11462 1.47059 1.91364 0.63
Cl -2.86844 -0.23216 -1.88204 0.25
H 2.35701 -1.31867 0.43447 0.13
H -3.22346 -1.46643 -1.94745 -0.25

(3)
10
Properties=species:S:1:pos:R:3:lowdin_charge:R:1 method="wB97M-V/def2-TZVPD" gap_ev=8.68 e_above_lowest_ev=4.3459 spin_multiplicity=1
C -2.25878 0.52856 0.05297 -0.10
C 0.85138 0.20766 -0.34709 -0.61
C 2.30107 -0.57720 0.04959 -0.22
H -1.53465 1.30096 -0.11585 0.02
H -3.42974 0.86226 0.41727 0.14
H 2.29436 -1.64472 0.11959 0.08
N -1.94204 -0.77616 0.19968 -0.34
O 0.62657 1.37721 -0.23155 0.03
O 3.40688 -0.13769 0.14196 0.09
S -0.31505 -1.14089 -0.28656 0.92

(4)
16
Properties=species:S:1:pos:R:3:lowdin_charge:R:1 method="wB97M-V/def2-TZVPD" gap_ev=10.15 e_above_lowest_ev=2.4341 spin_multiplicity=1
C -1.77869 -0.09414 1.53264 -0.07
C -1.52786 0.10951 0.09375 -0.26
N -0.84800 1.10839 -0.27177 0.02
C 0.11955 0.68567 -1.25276 -0.25
C 1.45988 0.40626 -0.53272 -0.14
C 1.82751 -1.00155 -0.10239 -0.26
O 1.13061 -1.98609 -0.15515 0.04
H -1.16995 0.62549 2.08850 0.08
H -2.83019 -0.00940 1.77345 0.07
H -1.41584 -1.10720 1.75464 0.09
H -1.76615 -0.71095 -0.60008 0.12
H 0.24661 1.52718 -1.91283 0.10
H -0.16781 -0.22084 -1.81280 0.11
H 1.58036 1.05217 0.35185 0.12
H 2.25912 0.69660 -1.21984 0.11
H 2.88086 -1.08111 0.26550 0.12

(5)
33
Properties=species:S:1:pos:R:3:lowdin_charge:R:1 method="wB97M-V/def2-TZVPD" gap_ev=4.22 e_above_lowest_ev=4.0890 total_charge=+1 spin_multiplicity=1
C -0.58903 -0.46162 -2.28349 0.00
C 1.24472 2.62996 -0.37217 -0.25
C 0.17389 3.52315 -0.08825 -0.47
C 1.44257 1.56890 0.39348 -0.26
C -0.54364 -1.15353 -0.89831 0.19
C -0.42919 -3.69532 -0.72222 -0.06
C -1.62146 -2.30432 1.08272 0.00
C 2.86363 -0.17548 1.37962 -0.13
C -1.16334 -2.46398 -0.45098 -0.37
N -2.52521 3.26175 0.96054 -0.37
N 2.61240 0.89358 0.48832 -0.08
S -1.34786 2.48294 -0.05483 0.79
H 0.43823 -0.38432 -2.60652 0.11
H -0.85861 0.52662 -2.03123 0.02
H -3.47702 3.11452 0.59059 0.02
H 2.04795 2.88657 -1.10076 0.13
H 0.41259 3.98774 0.88002 0.10
H -0.18742 4.35456 -0.76851 0.10
H 0.86048 1.49439 1.23371 0.09
H -0.20261 -0.45781 -0.16612 0.07
H 0.64628 -3.71731 -0.35361 0.12
H -0.38701 -3.90781 -1.79486 0.10
H -0.81803 -4.53036 -0.20505 0.08
H -2.53377 -1.74118 1.11068 0.08
H -0.95368 -1.60271 1.61116 0.08
H -1.63920 -3.24694 1.57523 0.08
H 2.04484 -0.60842 1.97986 0.09
H 3.51865 -0.98319 0.95620 0.10
H 3.50717 0.12177 2.18218 0.07
H -2.06713 -2.44664 -1.10387 0.17
H -2.49058 2.96681 2.02075 0.08
H -1.24735 -1.01335 -3.13049 0.16
H 3.26871 1.08103 -0.31377 0.17

(6)
3
Properties=species:S:1:pos:R:3:lowdin_charge:R:1 method="wB97M-V/def2-TZVPD" gap_ev="3.69 / 9.53" s_squared=15.756 spin_multiplicity=8
Ti -1.69218 1.54580 0.05924 0.43
Ti 0.96450 -2.00906 0.56875 -0.13
Br 0.72769 0.46326 -0.62800 -0.30